Run one
Entry from OMol25: a cluster of 18 separate species, C78H204N24O30 in total (ωB97M-V/def2-TZVPD).

```
336
Properties=species:S:1:pos:R:3:mulliken_charge:R:1
O 3.945 -2.502 4.396 -0.216
O 4.387 0.196 -6.283 -0.612
O -1.280 3.183 6.898 -0.076
O 8.234 -6.481 -1.830 -0.228
O 8.172 0.577 -2.536 -0.631
O -5.758 0.567 -4.795 0.178
O 3.696 2.068 -2.710 -0.020
O 0.151 1.539 -7.288 -0.835
O 6.058 -3.768 -3.032 -0.333
O -8.549 4.738 1.489 -0.120
O -7.008 -0.665 -0.539 -0.151
O -1.979 1.484 2.135 2.049
O 2.921 -5.542 -2.448 -0.684
O -5.849 -3.697 -3.593 -0.017
O -1.707 -3.318 -5.299 0.321
O -6.440 -0.159 3.939 -0.615
O 4.085 -0.809 -0.915 1.251
O 3.412 1.488 4.117 0.402
O 5.581 -5.059 2.069 -0.107
O -4.556 3.788 -0.370 -0.310
O 7.829 3.747 1.378 -0.220
O 1.675 -2.471 -5.061 -1.050
O -0.840 -2.647 0.402 0.268
O -1.510 4.897 -3.708 -0.568
O -1.143 5.320 2.508 -0.521
O -6.309 3.616 5.685 -0.560
O -1.411 0.369 -1.994 1.261
O -10.795 0.429 1.374 -0.162
O 3.933 4.849 -0.348 -0.321
O 5.898 -5.534 7.410 -0.249
N -4.476 1.430 5.452 -0.376
N 9.512 0.724 -0.029 -0.284
N -7.330 4.561 -1.162 -0.289
N -0.424 2.228 4.586 0.261
N 2.823 1.856 -5.920 -0.193
N 2.727 -6.311 -0.391 -0.521
N 1.145 -0.544 -0.590 1.921
N 5.547 1.294 -3.694 -0.122
N -9.710 -0.120 -0.997 -0.110
N 8.048 -4.756 0.557 -0.447
N -3.974 -1.691 -6.006 0.275
N -0.440 4.944 -0.251 0.422
N 4.655 -5.219 -0.972 0.399
N 3.149 4.298 2.593 -0.299
N 1.306 -2.694 -2.835 2.077
N 2.848 0.597 -7.912 -0.459
N -3.130 -2.680 -1.452 0.601
N -1.746 0.966 -6.200 0.150
N 2.480 -0.802 -3.652 2.212
N 5.646 2.389 -1.672 0.249
N 4.037 -3.545 6.936 0.041
N 0.052 -0.514 -6.372 0.075
N 4.462 -3.953 -4.684 -0.318
N 6.210 -2.391 -4.758 -0.526
C -6.895 3.292 -0.576 0.026
C -0.654 -4.186 -5.088 -0.758
C -7.384 -0.675 -1.883 1.209
C 3.618 5.388 -1.625 -0.462
C 5.564 -3.403 -4.088 0.130
C -5.722 0.070 -6.128 -0.832
C -11.076 -0.633 -0.744 -0.599
C -2.054 -3.215 -6.647 -0.983
C -1.338 3.882 8.137 -0.921
C 4.951 1.878 -2.718 0.318
C -5.597 -0.444 -0.379 0.726
C -5.682 3.234 0.273 0.888
C 7.507 -3.746 1.471 0.855
C -4.161 0.248 4.592 -0.139
C -0.478 0.698 -6.661 0.335
C -5.421 -1.379 -6.143 -0.380
C -5.167 -3.711 -2.380 -0.749
C -11.745 0.210 0.322 -0.676
C -7.088 3.638 4.409 -0.469
C -4.075 3.247 -1.623 0.854
C 8.848 -0.535 -0.386 -1.210
C 0.913 0.742 -1.235 -0.115
C -6.891 -4.660 -3.743 -0.987
C -1.160 -3.796 -0.432 -1.359
C -4.018 -2.729 -2.604 1.847
C 3.599 -2.320 3.049 1.604
C 3.472 0.080 0.010 -0.755
C 4.745 -5.586 3.069 -0.317
C -4.866 3.936 5.488 -0.555
C 7.876 5.126 1.142 -0.867
C 3.461 -5.717 -1.357 0.693
C 8.888 0.134 -3.679 -0.692
C 4.443 -3.839 8.276 -0.618
C 1.851 -2.006 -3.944 -0.895
C -1.769 3.869 -4.677 0.155
C -1.878 4.517 1.670 0.347
C -2.283 0.182 -3.011 1.199
C 8.510 -4.260 -0.787 0.644
C 0.049 1.545 3.379 -1.095
C -0.684 1.904 7.015 -1.474
C -8.919 -1.008 -1.877 -1.382
C 3.508 -2.250 6.717 -1.076
C -6.143 1.881 -4.706 -0.206
C -2.713 0.865 1.119 0.052
C -3.575 -2.993 -6.639 -0.853
C 3.388 3.349 1.519 0.001
C -5.090 0.009 3.437 1.220
C -1.966 6.016 3.394 -0.515
C 8.644 1.582 0.788 -0.016
C 4.371 -2.124 -0.347 0.477
C -0.822 1.284 5.674 0.690
C -7.323 -0.358 2.814 -0.388
C 3.420 0.859 -6.706 0.215
C 2.965 3.941 0.166 0.102
C 4.654 1.101 4.654 -0.792
C -1.022 3.879 0.524 1.289
C -0.967 0.595 2.718 -0.060
C -9.772 3.977 1.287 -0.904
C 2.076 -0.348 0.503 0.885
C 6.718 -4.389 2.541 -0.904
C -0.389 -3.031 1.713 -0.603
C 8.733 3.062 0.426 -0.420
C -0.003 0.538 -2.404 -0.345
C 6.751 -6.662 7.707 -0.793
C 9.122 -5.397 -1.658 -1.313
C -1.124 5.379 -1.410 -0.838
C 4.941 -5.259 8.437 -0.753
C -0.910 4.381 -2.514 0.360
C 8.899 -7.524 -2.563 -0.850
C -11.446 0.506 2.583 -1.125
C 2.797 -2.338 5.309 0.074
C -1.860 -3.264 -1.631 0.177
C -4.231 2.730 4.777 1.785
C 3.688 3.969 3.862 -1.163
C 2.995 2.770 4.600 -0.010
C -8.475 5.840 0.634 -0.729
C 7.854 -0.418 -1.557 1.634
C -7.256 5.763 -0.257 -0.186
H 9.361 -4.931 -2.637 0.374
H -6.953 -1.127 2.154 0.260
H 4.012 -1.349 2.693 -0.510
H 6.572 -3.715 3.339 0.392
H 2.147 -3.193 5.149 0.384
H 5.007 -2.066 0.560 -0.365
H 5.256 1.947 4.770 0.717
H -1.930 4.736 7.976 0.246
H -12.257 1.223 2.730 0.318
H 3.054 -5.998 0.527 0.110
H -1.567 3.182 -0.087 -1.127
H -0.302 -4.137 -4.082 -0.181
H 8.554 -0.890 -3.894 0.302
H 6.815 -0.218 -1.177 -1.026
H 7.312 -5.165 3.004 0.468
H 2.913 -0.376 -4.472 -0.135
H 9.565 -1.351 -0.686 0.385
H -7.497 -4.465 -4.604 0.299
H -5.812 -1.768 -7.110 0.512
H 4.734 3.736 3.825 0.429
H -0.229 3.243 0.996 -0.972
H 6.984 -2.961 0.868 -0.800
H 9.678 -8.081 -1.993 0.302
H -1.966 4.371 -5.621 0.366
H -0.797 6.414 -1.725 0.387
H -1.442 -2.472 -7.121 0.332
H 4.172 0.326 0.837 0.289
H 4.124 -5.997 8.362 0.334
H -0.274 4.106 8.445 0.282
H -1.922 -4.054 -2.363 0.695
H -1.239 3.391 -2.278 -0.345
H -9.421 5.831 0.054 0.413
H -0.050 -2.140 2.269 -0.273
H 3.508 -3.837 8.893 0.340
H -6.912 2.761 3.768 0.046
H -2.165 1.698 -6.758 0.287
H -3.927 -2.971 -7.656 0.685
H 7.440 -6.790 6.909 0.243
H -4.469 4.088 6.486 0.142
H -10.745 0.606 3.371 0.277
H -1.850 -4.090 -7.156 0.723
H 8.375 3.217 -0.644 0.207
H 2.953 -0.411 -8.074 0.267
H -0.396 -1.174 -5.742 0.005
H 8.391 -1.015 0.464 0.610
H 7.783 5.315 0.076 0.378
H -7.677 2.854 0.027 0.143
H 0.220 -4.007 -5.795 0.306
H 7.610 1.114 0.775 -0.217
H -3.478 1.478 0.728 -0.557
H -8.322 -0.672 3.171 0.311
H 5.177 -6.452 3.503 0.337
H -7.256 6.667 -0.939 0.422
H -9.290 -0.948 -2.934 0.324
H -0.934 -5.195 -5.402 0.411
H 1.899 1.044 -1.587 -0.285
H -0.602 -0.027 1.928 -0.609
H -6.611 2.631 -1.381 -1.098
H -2.752 5.069 1.194 0.514
H 6.192 -7.613 7.863 0.306
H -1.190 -2.515 -2.166 -0.146
H 7.375 -5.486 0.391 0.290
H -1.203 2.896 4.372 -0.223
H -6.840 4.567 3.897 0.301
H -5.572 2.196 0.571 -1.216
H 4.229 -1.426 6.546 0.322
H 7.053 5.544 1.702 0.206
H 1.983 1.044 -8.139 0.324
H -4.954 0.637 -6.671 0.259
H 6.811 -1.906 -4.103 0.050
H 3.473 4.517 -2.343 0.065
H 2.161 -1.265 1.175 -0.380
H 0.389 2.002 7.214 0.415
H -5.448 1.389 5.786 0.501
H 0.568 1.513 -0.616 -0.254
H 8.316 -3.202 1.979 0.398
H 9.974 -5.719 -1.155 0.551
H 5.001 0.730 -4.326 -0.083
H 8.816 5.532 1.517 0.314
H -7.415 0.603 2.285 -0.010
H 8.580 0.834 -4.449 0.320
H -5.090 -1.405 -0.408 0.602
H 2.469 -2.187 2.994 -0.324
H -11.022 -1.707 -0.361 0.285
H -8.933 -2.036 -1.541 0.544
H -9.947 3.795 0.235 0.574
H 5.655 -1.826 -5.357 0.237
H 0.424 2.287 2.667 -0.508
H -5.901 -1.914 -5.312 -0.033
H -1.726 3.225 8.930 0.349
H -0.021 1.437 -3.010 0.321
H -2.543 3.153 -4.311 -0.216
H -2.365 0.214 -5.902 -0.280
H 5.088 0.306 3.942 -0.160
H -12.600 -0.246 0.791 0.554
H 3.788 -5.803 2.502 -0.053
H 1.580 -2.288 -1.919 -0.973
H -6.788 -1.400 -2.481 -0.369
H -4.629 2.623 3.719 -1.214
H 8.961 1.492 1.893 0.306
H 4.518 0.736 5.690 0.044
H 0.270 -0.872 -0.247 -0.467
H 5.178 3.103 -1.161 -0.039
H -3.463 4.106 -1.978 0.026
H 2.933 2.432 1.717 -0.426
H -6.310 5.728 0.326 0.005
H 9.755 3.444 0.585 0.366
H 4.442 3.125 1.532 0.613
H -3.084 0.311 4.267 -1.020
H 9.377 -7.196 -3.494 0.313
H -1.810 0.893 5.568 -0.426
H 3.959 -3.107 2.331 -0.680
H 1.751 -6.426 -0.565 0.242
H -4.885 2.919 -2.230 -0.109
H -3.697 -1.719 -4.997 -0.686
H -4.491 -1.756 -2.773 -1.310
H 1.087 -0.560 -6.269 -0.087
H 2.746 5.994 -1.548 0.286
H -1.250 -3.517 2.264 0.357
H 0.159 4.337 -2.708 0.781
H -0.799 3.285 -4.780 -0.069
H -2.189 5.534 -1.300 -0.042
H 9.376 -3.597 -0.669 0.181
H 5.329 -5.347 9.411 0.483
H 6.589 2.165 -1.449 -0.093
H -3.001 -1.719 -1.104 -0.668
H 4.071 -4.700 -4.090 0.238
H 4.528 5.987 -1.821 0.193
H -5.082 0.884 2.734 -1.050
H -5.252 0.362 -1.057 0.076
H -1.738 -4.433 0.237 0.592
H 7.236 -6.502 8.670 0.313
H -4.795 -4.789 -2.185 0.442
H -11.840 -0.516 2.692 0.506
H 2.264 -1.425 5.020 -0.131
H 9.959 0.121 -3.450 0.303
H 5.029 -5.500 -0.068 -0.101
H -4.138 -0.501 5.359 0.578
H 8.100 -8.238 -2.799 0.253
H -9.663 3.015 1.797 -0.075
H -9.221 -0.028 -0.048 0.142
H -2.020 0.557 0.251 -0.127
H -1.367 6.794 3.842 0.356
H -2.419 5.382 4.301 -0.130
H -7.073 2.122 -5.269 0.390
H 10.361 0.650 0.467 0.355
H -0.184 0.415 5.792 0.359
H -7.564 -4.748 -2.835 0.289
H 1.912 2.859 4.592 -0.512
H 2.823 -2.024 7.571 0.479
H -3.108 -0.121 1.481 0.125
H -6.444 -5.742 -3.877 0.255
H -0.386 5.692 0.507 0.419
H -5.803 -3.400 -1.488 0.052
H 1.729 0.436 1.250 -0.995
H -5.487 -0.073 0.644 -1.301
H -11.615 -0.651 -1.692 0.358
H -12.075 1.213 -0.064 0.233
H 4.706 -3.898 6.274 0.099
H -1.151 1.342 7.845 0.523
H 1.942 4.278 0.216 0.372
H -8.093 3.763 4.742 0.398
H 2.923 -0.764 -2.745 -1.327
H 7.677 -3.764 -1.390 -0.307
H -6.380 2.030 -3.648 -0.470
H -3.454 -2.966 -3.465 0.322
H -3.280 0.177 -2.603 -0.967
H 6.496 1.069 -3.516 0.134
H -5.859 3.701 1.212 0.905
H 3.404 1.019 -0.491 -0.924
H 3.081 3.093 -0.550 -0.510
H -2.343 3.725 2.277 -0.320
H -2.756 6.469 2.836 0.397
H -2.028 -0.772 -3.515 0.289
H -5.329 2.619 -5.033 0.161
H -1.503 -0.063 3.426 0.692
H -10.580 4.523 1.766 0.419
H 5.180 -3.134 8.661 0.345
H -3.974 -3.849 -6.111 0.195
H 5.270 -4.810 -1.709 -0.180
H 3.338 2.740 5.623 0.533
H -8.422 6.801 1.201 0.325
H -6.731 0.157 -6.610 0.435
H -4.777 4.897 4.981 0.368
H -3.166 2.714 4.658 -0.456
H 3.169 1.914 -4.954 0.074
H 3.428 -2.649 -0.188 0.004
H 1.919 2.141 -6.174 0.327
H 1.009 1.019 3.639 0.042
H -3.346 2.416 -1.415 -0.665
H 1.620 -3.677 -2.874 0.062
H 3.498 5.211 2.326 0.340
H 4.522 -4.746 3.738 0.035
H -0.195 -4.309 -0.672 0.000
H 7.664 -1.349 -2.090 -0.030
H 0.247 -0.348 -2.986 -0.490
H 0.379 -3.806 1.755 0.358
H 4.980 -2.758 -0.964 -0.189
H -2.316 1.024 -3.707 -0.617
H -4.751 -0.963 2.879 0.575
H -7.215 0.324 -2.256 -0.429
H 3.809 -3.363 -5.181 0.150
H -6.687 4.799 -1.953 0.463
H 3.595 4.869 4.499 0.539
```

- Charge: 0
- LUMO: 0.5 eV

=====

Run two
Entry from OMol25: a cluster of 18 separate species, C78H204N24O30 in total (ωB97M-V/def2-TZVPD).

```
336
Properties=species:S:1:pos:R:3:mulliken_charge:R:1
O 8.493 -2.496 -3.787 -0.025
O 10.197 0.788 5.306 -0.309
O 0.045 4.453 4.410 0.284
O -10.004 4.027 -2.382 -0.352
O -2.566 4.431 -2.568 0.360
O 4.931 1.073 3.202 0.519
O -1.135 -7.416 -0.270 -0.472
O 4.527 -4.110 -3.029 0.247
O -9.465 1.722 1.197 -0.490
O -3.374 2.307 -0.216 2.119
O -4.802 5.844 6.946 -0.353
O 1.688 4.690 -5.803 -0.114
O 6.893 0.966 -5.162 -0.433
O -0.914 -2.597 -4.664 -0.504
O 1.567 -1.966 5.207 -0.294
O -5.457 6.405 1.848 -0.379
O -2.036 -0.200 3.138 -0.404
O -4.412 1.215 -5.605 -0.756
O -2.504 -11.315 -3.687 -0.274
O 1.403 -2.156 -0.068 0.458
O -4.836 -0.755 -2.311 -0.499
O -5.356 2.300 4.241 -0.563
O 1.967 1.340 -3.597 0.483
O 5.374 -0.321 -0.841 -0.364
O 3.404 -5.116 1.384 -0.706
O 2.596 5.091 0.952 -0.608
O 1.724 1.170 5.603 -0.338
O -2.851 -3.222 1.396 -0.597
O -3.586 -5.638 -7.370 -0.252
O 0.756 -3.460 8.776 -0.420
N -3.782 3.366 -5.245 -0.398
N -4.110 -4.239 -0.259 -0.342
N -3.260 -3.045 -6.276 -0.139
N -7.410 4.462 -0.431 0.125
N 3.530 1.549 0.374 1.612
N -3.780 1.763 -3.480 1.305
N -0.982 -2.110 3.710 -0.051
N 5.639 -4.626 1.157 -0.319
N -0.918 -0.271 5.222 -0.113
N 2.739 -3.453 3.927 -0.185
N 1.720 -4.104 5.959 -0.341
N -0.784 -0.179 0.596 1.346
N 3.933 -3.079 0.444 2.638
N 3.899 0.330 -5.183 0.333
N -6.250 -0.464 -4.137 -0.216
N -2.914 -2.258 -0.622 1.950
N -2.041 5.490 2.733 0.088
N 2.031 -0.691 7.711 0.670
N 0.533 4.247 -3.293 0.003
N -3.451 4.144 5.231 0.176
N -6.971 -1.309 -2.011 -0.358
N 8.456 2.212 3.427 -0.382
N 7.088 -5.150 -3.957 -0.368
N -3.140 -9.573 -1.214 -0.251
C -2.398 -7.669 0.370 -0.112
C -0.176 4.811 -4.394 -0.070
C -0.964 -6.162 -0.867 -0.250
C -3.349 -3.190 0.309 0.027
C 6.270 1.453 2.858 -0.802
C 10.221 -0.240 6.220 -0.783
C -1.358 -0.833 4.008 0.112
C -4.771 2.199 -0.057 -0.147
C 1.320 0.702 -2.534 0.646
C 7.102 2.199 3.932 -0.334
C -4.369 -4.489 -7.977 -0.653
C -7.572 4.182 -1.829 0.274
C 1.847 -1.235 9.030 -0.720
C -1.941 -9.741 -2.008 -0.166
C 3.386 2.838 1.063 -1.314
C 2.935 0.367 7.453 -1.505
C 4.748 -5.501 -3.203 -1.181
C 0.453 -3.278 -0.267 -0.580
C -5.971 -0.841 -2.817 0.218
C -8.440 3.880 0.463 -0.189
C 2.980 0.656 6.020 0.480
C 9.572 -2.444 -4.664 -0.987
C 0.633 -2.043 9.201 -0.789
C -0.871 4.800 2.286 2.354
C -1.286 1.089 0.017 0.908
C -1.999 -1.676 -4.655 0.746
C -10.811 1.610 0.613 -0.722
C -2.818 4.644 6.475 -0.312
C -0.330 3.538 -2.382 1.457
C -1.407 4.379 -1.725 0.018
C 9.469 2.859 4.389 -0.842
C -3.342 -8.202 -0.712 -0.720
C 2.438 5.239 -6.866 -0.868
C 8.457 -4.904 -3.402 -1.014
C 2.787 1.123 -5.797 -1.424
C 0.596 -0.102 1.027 0.418
C -4.077 6.744 2.005 -1.089
C 5.976 -1.403 -1.457 -1.291
C 1.872 -4.031 9.404 -0.745
C 1.712 1.589 4.203 0.840
C 6.221 -5.731 -2.971 -0.385
C -3.611 -3.236 -7.682 -0.574
C -3.034 2.808 4.860 -0.279
C 0.306 5.027 3.169 -0.329
C -2.426 -12.652 -4.099 -0.784
C 0.788 5.628 -5.228 -1.190
C 1.270 -1.481 1.142 -0.407
C -2.753 1.011 -0.157 -0.551
C 4.475 0.426 -1.648 1.111
C -6.293 1.917 3.329 -0.187
C -3.868 -6.815 -7.947 -0.769
C -6.008 5.575 2.916 -0.237
C -3.618 5.112 -1.938 -0.840
C 1.960 -3.119 5.031 0.412
C 1.571 0.888 -4.924 -0.059
C -3.992 2.288 3.745 1.201
C 9.695 2.038 5.713 -0.398
C 8.641 -3.514 -2.797 0.202
C 3.252 -3.661 -3.426 -0.563
C 2.294 3.749 0.497 1.130
C 4.837 -0.338 3.466 -0.385
C 4.971 -0.066 -6.085 -1.156
C 1.896 6.035 0.172 -0.699
C -1.761 -11.142 -2.462 -0.571
C -8.435 2.309 0.370 0.288
C -0.440 -2.879 -3.349 -0.514
C -3.404 6.006 6.677 -0.754
C -2.606 -1.772 -6.053 -1.469
C 4.162 1.723 -0.948 -1.305
C -3.083 5.542 1.749 1.351
C 7.803 0.870 -4.121 0.150
C -5.550 7.068 6.742 -0.674
C 1.054 4.606 5.343 -1.108
C 4.268 -4.295 1.048 0.011
C -10.167 2.997 -3.367 -0.695
C -8.763 4.737 -2.617 -1.105
C -4.006 2.034 -4.790 0.259
C 6.292 -0.273 -5.438 0.354
H -2.225 -11.820 -1.709 0.242
H 9.171 -5.035 -4.186 0.485
H -4.929 -7.053 -8.012 0.301
H -3.324 6.104 -1.560 0.368
H 5.237 0.748 -6.785 0.340
H -6.279 2.626 2.475 -0.376
H -2.152 -8.322 1.232 0.300
H 10.426 2.623 6.287 0.414
H -4.425 4.147 5.304 0.369
H 3.756 -0.606 3.576 -0.727
H -4.960 1.689 0.892 -0.062
H 8.743 1.890 6.264 0.304
H 1.876 -5.086 9.132 0.277
H -0.933 5.503 -4.049 0.308
H 0.214 0.770 -2.703 0.090
H 2.616 -2.962 3.036 -0.154
H -7.914 -1.056 -2.238 0.178
H -2.171 -1.586 -0.344 -0.977
H -3.325 -10.332 -0.614 0.243
H 6.324 -5.423 -1.899 0.155
H 2.800 -3.645 9.025 0.251
H -3.945 3.009 2.925 -0.949
H 2.940 -2.858 0.396 -0.684
H 6.901 0.600 2.495 0.294
H 5.497 -0.524 4.331 0.395
H 8.379 1.787 -4.268 0.355
H -3.321 -7.573 -7.359 0.211
H -7.062 5.459 2.670 0.320
H 2.582 0.777 -6.802 0.640
H -3.918 7.652 1.384 0.232
H 1.172 0.541 0.331 -0.449
H -2.750 -3.290 -8.354 0.300
H 1.987 4.424 4.833 0.435
H -6.582 6.777 6.958 0.244
H 0.787 -3.822 -1.145 -0.220
H 1.351 3.694 -3.556 0.303
H -1.122 0.722 5.358 0.219
H 6.200 -0.851 -4.480 -0.142
H 6.752 -4.235 -4.225 0.209
H 0.159 6.141 -5.960 0.489
H -3.154 0.486 0.704 0.780
H -5.522 4.589 2.982 0.274
H -3.611 -2.032 -1.355 -0.299
H -7.491 3.109 -2.004 -0.134
H -7.245 2.010 3.748 0.523
H -6.740 4.594 -2.427 -0.046
H -8.564 4.700 -3.698 0.466
H -3.348 -1.005 -6.027 0.618
H -1.301 -0.200 1.473 -0.416
H 4.648 -2.598 -0.141 -0.837
H -1.295 -5.313 -0.236 -0.036
H 9.486 -1.442 -5.141 0.237
H 4.336 3.331 1.059 0.660
H -9.273 2.393 -3.553 0.251
H -2.564 5.806 0.829 0.511
H 0.592 1.413 -5.161 0.174
H -3.095 2.061 5.694 0.711
H -2.903 -13.374 -3.447 0.291
H 10.847 -0.035 7.093 0.307
H -1.657 -2.670 3.187 0.231
H -1.825 -1.526 -6.833 0.368
H -4.449 5.269 -2.658 0.212
H 0.639 -3.855 0.651 0.661
H -1.763 3.927 -0.815 -0.684
H -6.893 -1.512 -1.037 0.215
H -1.072 5.423 -1.533 0.395
H -3.736 1.258 3.438 0.665
H 1.294 3.403 0.816 -0.247
H -11.336 2.532 0.434 0.306
H 8.687 -5.599 -2.582 0.412
H -10.949 2.311 -3.034 0.285
H 6.895 -0.854 -6.156 0.354
H -4.475 -4.837 0.478 0.271
H 6.446 -6.770 -2.964 0.567
H -4.282 -2.443 -8.020 0.329
H -5.363 -4.483 -7.539 0.344
H -3.415 3.936 -4.493 0.254
H -4.374 -7.972 -0.413 0.373
H 3.555 -0.103 -1.834 -0.237
H -1.897 -9.006 -2.837 0.181
H 9.530 -3.412 -2.143 0.464
H -3.462 -6.929 -8.989 0.283
H 0.082 -5.977 -1.073 0.200
H 4.744 -0.950 -6.662 0.435
H -5.608 -0.048 -4.772 0.035
H 5.857 -5.556 1.486 0.266
H 3.556 2.280 -1.667 -0.226
H 1.966 5.755 -0.878 0.290
H -3.030 0.534 -1.102 -0.455
H -3.411 3.409 -6.205 0.279
H 7.354 0.750 -3.138 -0.048
H 6.395 -3.976 1.131 0.143
H 0.686 -2.033 1.845 0.593
H 10.325 2.771 3.748 0.413
H 1.890 0.764 3.526 -0.493
H 2.346 6.984 0.247 0.457
H -0.990 3.690 2.326 -0.757
H 4.242 1.107 0.929 -0.727
H -1.734 4.766 6.337 -0.119
H 1.284 6.409 -4.614 0.423
H -3.927 7.090 3.022 0.253
H -7.122 -0.746 -4.539 0.188
H -1.613 -0.634 -4.545 -0.140
H 7.062 1.645 4.866 0.236
H 0.595 6.109 3.338 0.352
H -0.406 -2.575 4.368 -0.131
H 5.347 -1.719 -2.324 0.343
H 3.727 1.443 5.865 0.263
H -4.040 -4.590 -1.170 0.164
H -3.372 2.427 -2.833 -0.527
H 2.632 1.300 7.897 0.503
H 2.324 3.776 -0.608 0.685
H -8.863 5.783 -2.349 0.417
H 7.007 -1.231 -1.829 0.381
H 5.162 2.196 -0.826 0.791
H -3.140 6.672 5.808 0.247
H 1.089 5.654 5.742 0.239
H 6.147 2.076 1.967 0.075
H -1.564 -6.112 -1.764 0.321
H 2.181 -1.447 7.053 -0.369
H -6.014 6.046 3.914 -0.143
H 3.016 2.198 -5.888 0.357
H 2.442 2.359 4.010 0.418
H 0.723 1.985 3.937 -0.235
H 7.799 -3.376 -2.094 -0.512
H -1.393 -12.899 -4.174 0.342
H 4.167 -6.048 -2.493 0.451
H 0.912 3.947 6.204 0.223
H -4.104 4.631 -1.097 0.104
H 1.756 5.496 -7.649 0.329
H -2.426 5.046 3.595 -0.622
H -10.814 1.068 -0.363 0.218
H 9.219 -0.584 6.490 0.290
H 1.027 -3.982 6.670 0.223
H 4.286 0.917 -4.458 -0.177
H -7.539 1.925 0.827 -0.553
H -8.491 1.872 -0.634 0.455
H -10.480 3.400 -4.372 0.308
H 2.957 6.132 -6.454 0.314
H 0.833 6.098 0.441 -0.054
H 3.048 -3.918 -4.485 0.382
H 6.125 -2.233 -0.745 0.280
H -5.297 1.513 -0.763 -0.750
H -2.752 -6.719 0.808 0.087
H -5.154 7.866 7.357 0.310
H 1.320 -0.205 -4.884 0.078
H -2.789 -1.848 -3.910 0.036
H -2.940 6.501 7.588 0.445
H 0.286 3.006 -1.623 -1.167
H 3.212 2.625 2.110 -0.916
H 4.437 -5.845 -4.181 0.412
H 8.546 0.110 -4.318 -0.242
H -0.571 -2.861 -0.256 -0.660
H -0.666 4.070 -5.068 0.132
H -3.079 4.109 7.431 0.429
H -0.701 -11.549 -2.567 0.369
H 3.187 4.495 -7.224 0.205
H 1.651 -0.336 -2.497 -0.385
H -2.890 -12.658 -5.080 0.236
H -0.823 2.718 -2.924 -0.132
H 0.308 -2.075 10.235 0.464
H -8.107 4.014 1.475 -0.110
H -11.459 1.096 1.317 0.313
H -0.065 -0.718 5.569 0.037
H 1.794 -3.851 10.490 0.357
H 4.957 0.670 -2.591 -0.210
H -4.278 1.015 -2.957 -0.899
H 9.421 -3.146 -5.466 0.342
H 0.349 -3.618 -3.446 0.259
H 3.124 -2.614 -3.154 -0.137
H 10.713 -1.062 5.744 0.272
H -3.072 -7.538 -1.556 0.229
H 3.240 -0.208 5.397 -0.300
H 10.538 -2.619 -4.208 0.359
H -6.163 0.952 2.750 0.265
H 0.002 -1.964 -2.909 0.310
H -2.558 -3.737 -6.001 0.273
H 1.204 4.549 2.720 -0.069
H -1.006 1.958 0.646 -0.770
H 0.672 0.275 2.049 -0.736
H -9.495 4.250 0.314 0.412
H 2.766 -1.605 9.500 0.432
H 2.301 -1.237 1.468 -0.178
H -7.191 5.415 -0.144 0.286
H -5.279 3.178 -0.141 -0.308
H -0.204 -1.558 8.639 0.269
H -0.736 1.340 -0.932 -0.733
H -4.556 -4.667 -9.037 0.440
H -3.721 4.655 1.582 -0.962
H 8.837 1.237 3.383 0.335
H 1.547 1.251 -1.607 -0.808
H 9.155 3.861 4.668 0.374
H -1.005 -9.543 -1.420 0.222
H 1.979 -4.993 5.595 0.181
H 5.266 -0.877 2.578 0.424
H -2.061 2.843 4.382 -0.885
H 1.658 -0.335 9.670 0.384
H 3.092 -4.414 3.740 0.201
H 2.540 -4.281 -2.858 0.142
H 6.668 3.166 4.092 0.308
H -1.227 -3.273 -2.674 0.274
H 3.953 0.193 7.857 0.366
H -0.612 5.160 1.289 -1.230
H -5.422 7.399 5.714 0.236
```

- Charge: 0
- LUMO: 0.3 eV

=====

The relative energies come out as run one 0.000; run two 0.099, with values in eV.